## P
The following is a DFT calculation (the ωB97M-V functional and the def2-TZVPD basis) of one molecule with the formula C20H23N3O2.

As for the charge: 0. Its HOMO energy is -8.209 eV. Its SMILES is CC(C)(C)[C@@H](O)[C@@H](Oc1ccc(-c2ccccc2)cc1)n1cncn1. Its gap between HOMO and LUMO is 8.4 eV. The calculation puts the lowest unoccupied orbital energy at 0.21 eV.

Geometry (Å):
N 0.972 3.424 -3.316
N 1.454 5.249 -1.941
O -0.346 2.097 -0.237
O 2.797 1.599 -0.719
C 1.309 4.740 -3.268
C 1.120 4.225 -1.169
C -3.740 -3.899 4.702
C -3.730 -4.076 3.335
C -3.088 -2.841 5.326
C -1.400 -0.177 -0.069
C -0.822 1.249 1.876
C -3.072 -3.068 2.662
C -2.271 -1.942 4.608
C -1.692 -1.314 0.788
C -1.283 0.311 2.692
C -0.960 1.070 0.450
C -2.416 -1.923 3.184
C -1.748 -0.957 2.207
N 0.891 3.080 -1.958
C 1.149 -1.023 -2.793
C 3.347 -1.177 -1.618
C 2.797 0.608 -3.380
C 2.260 -0.127 -2.166
C 0.427 1.806 -1.419
C 1.706 0.853 -1.084
H 2.949 2.306 -1.374
H 1.401 5.332 -4.162
H 1.029 4.332 -0.162
H -4.348 -4.577 5.188
H -4.297 -4.824 2.802
H -3.256 -2.640 6.391
H -1.425 -0.090 -1.226
H -0.516 2.243 2.150
H -3.188 -3.171 1.620
H -1.760 -1.110 5.042
H -2.193 -2.194 0.410
H -1.319 0.758 3.724
H 0.616 -0.472 -3.607
H 0.422 -1.508 -2.084
H 1.522 -1.878 -3.341
H 3.928 -1.638 -2.477
H 4.018 -0.657 -0.906
H 2.835 -1.960 -1.020
H 3.565 1.257 -3.144
H 3.124 -0.130 -4.062
H 2.065 1.206 -4.041
H -0.151 1.346 -2.218
H 1.321 0.284 -0.199

Need the Löwdin charges? In units of e they are:
1 N 0.10
2 N 0.07
3 O -0.02
4 O -0.01
5 C -0.16
6 C -0.11
7 C -0.10
8 C -0.07
9 C -0.07
10 C -0.01
11 C -0.03
12 C -0.06
13 C -0.02
14 C 0.02
15 C -0.06
16 C -0.25
17 C -0.14
18 C -0.12
19 N -0.08
20 C -0.08
21 C -0.03
22 C -0.08
23 C -0.50
24 C -0.17
25 C -0.26
26 H 0.10
27 H 0.09
28 H 0.10
29 H 0.08
30 H 0.11
31 H 0.11
32 H 0.13
33 H 0.12
34 H 0.07
35 H 0.09
36 H 0.09
37 H 0.13
38 H 0.09
39 H 0.08
40 H 0.07
41 H 0.10
42 H 0.08
43 H 0.08
44 H 0.05
45 H 0.07
46 H 0.10
47 H 0.14
48 H 0.16

## Q
The following is a DFT calculation (the ωB97M-V functional and the def2-TZVPD basis) of one molecule with the formula C20H23N3O2.

As for the charge: 0. Its HOMO energy is -8.032 eV. Its SMILES is COc1ccc2cc(-c3[nH]ncc3CNC[C@@H]3CCCO3)ccc2c1. Its gap between HOMO and LUMO is 8.6 eV. The calculation puts the lowest unoccupied orbital energy at 0.59 eV.

Geometry (Å):
C 0.557 -1.121 -6.846
H 0.655 -1.385 -7.898
O 0.407 -2.338 -6.158
C 0.265 -2.304 -4.805
C 0.249 -1.169 -4.033
C 0.094 -1.258 -2.634
C 0.064 -0.109 -1.816
C -0.084 -0.210 -0.462
C -0.205 -1.473 0.152
C -0.200 -2.607 -0.627
C -0.048 -2.530 -2.023
C -0.028 -3.679 -2.844
C 0.123 -3.572 -4.192
H 0.140 -4.440 -4.832
H -0.135 -4.650 -2.383
H -0.296 -3.581 -0.167
C -0.371 -1.588 1.601
C 0.416 -1.205 2.678
C -0.310 -1.632 3.805
N -1.434 -2.228 3.463
N -1.455 -2.205 2.134
H -2.232 -2.603 1.630
H -0.041 -1.526 4.838
C 1.752 -0.520 2.683
N 1.737 0.893 2.339
H 1.450 1.005 1.372
C 0.863 1.693 3.177
C 0.560 3.020 2.479
C -0.283 3.967 3.355
H 0.296 4.819 3.702
C -1.437 4.376 2.437
H -2.365 4.559 2.973
C -1.524 3.168 1.507
H -1.971 3.385 0.536
O -0.185 2.785 1.285
H -2.086 2.351 1.986
H -1.173 5.264 1.863
H -0.662 3.427 4.223
H 1.507 3.476 2.168
H -0.094 1.186 3.392
H 1.372 1.881 4.129
H 2.183 -0.609 3.686
H 2.422 -1.014 1.973
H -0.140 0.685 0.140
H 0.153 0.863 -2.278
H 0.355 -0.187 -4.467
H 1.455 -0.585 -6.522
H -0.318 -0.476 -6.715

Need the Löwdin charges? In units of e they are:
1 C -0.09
2 H 0.09
3 O -0.08
4 C -0.27
5 C 0.03
6 C -0.16
7 C -0.01
8 C -0.01
9 C -0.15
10 C 0.03
11 C -0.16
12 C -0.02
13 C 0.01
14 H 0.12
15 H 0.11
16 H 0.12
17 C -0.17
18 C -0.17
19 C -0.13
20 N 0.03
21 N 0.03
22 H 0.16
23 H 0.11
24 C -0.17
25 N -0.05
26 H 0.08
27 C -0.19
28 C -0.32
29 C -0.13
30 H 0.11
31 C -0.15
32 H 0.11
33 C -0.21
34 H 0.12
35 O -0.13
36 H 0.12
37 H 0.11
38 H 0.11
39 H 0.15
40 H 0.12
41 H 0.13
42 H 0.12
43 H 0.12
44 H 0.09
45 H 0.12
46 H 0.11
47 H 0.10
48 H 0.10

Of the structures shown above, P is the least stable.